Record 1
The following is a DFT calculation (ωB97M-V/def2-TZVPD) of a structure of composition C32H45CdN4O7P2.

Last column: Mulliken charge in e.
Geometry (Å):
Cd1 0.39008 0.12148 0.00724  6.021
O1 0.47877 0.23016 2.14800  -0.832
C1 1.47602 0.15148 2.97700  -0.064
C2 1.16840 0.14495 4.36129  -1.162
C3 2.13086 0.08397 5.33905  -0.537
C4 3.48027 0.02069 4.98948  -1.098
C5 3.80863 0.00871 3.65366  -1.065
C6 2.85298 0.06079 2.62517  1.288
C7 3.34343 0.00461 1.23737  -0.286
N1 2.65978 0.03436 0.10169  0.255
C8 3.56692 -0.04794 -0.93121  -0.927
C9 4.81969 -0.12813 -0.42707  -0.847
N2 4.66581 -0.09276 0.93861  -0.057
H1 0.11689 0.19022 4.61659  0.425
H2 1.84013 0.08738 6.38257  0.464
H3 4.25189 -0.02002 5.74461  0.411
H4 4.86246 -0.04139 3.41010  0.268
H5 3.25249 -0.04453 -1.96080  0.466
H6 5.78346 -0.20378 -0.89567  0.458
H7 5.41283 -0.15190 1.60507  0.142
C10 -0.09232 -0.49989 -4.49951  -0.739
C11 -0.07513 0.77732 -5.03389  -0.534
C12 0.00572 1.86655 -4.18301  -0.948
C13 0.06112 1.65335 -2.81208  0.455
N3 0.06431 0.41666 -2.30610  0.415
C14 -0.01280 -0.63065 -3.12470  -0.660
C15 0.14895 2.79237 -1.84225  0.411
C16 -0.20700 4.08644 -2.19468  -0.988
C17 -0.05336 5.09721 -1.25870  -0.480
C18 0.44904 4.79104 -0.00587  -0.904
C19 0.75384 3.46815 0.27142  -0.315
N4 0.60222 2.49823 -0.62344  0.072
H8 -0.15722 -1.37610 -5.12809  0.471
H9 -0.11648 0.92700 -6.10451  0.435
H10 0.04543 2.86841 -4.58354  0.422
H11 -0.00234 -1.60346 -2.64582  0.617
H12 -0.61473 4.30445 -3.17053  0.371
H13 -0.32857 6.11321 -1.50816  0.437
H14 0.59250 5.55268 0.74704  0.450
H15 1.12703 3.16301 1.24284  0.462
C20 -5.71392 -2.21284 0.07917  -1.211
C21 -5.44768 -1.14066 1.11562  0.481
C22 -5.41742 -1.68517 2.52765  -0.923
O2 -4.24784 -0.41967 0.71884  -0.283
P1 -2.74256 -0.46062 1.17230  -0.486
O3 -1.96314 0.34440 0.19675  -1.348
C23 -2.29343 -2.20286 1.14731  0.465
P2 -0.59383 -2.80919 1.15136  -0.093
O4 0.17185 -2.19434 0.03502  -1.400
O5 0.09056 -2.61305 2.52294  0.258
C24 -0.12600 -3.16746 3.85717  0.997
C25 -1.59167 -3.37884 4.16536  -1.203
C26 0.71651 -4.41440 3.99624  -1.510
O6 -0.77517 -4.36818 1.04506  -0.352
C27 -1.10018 -5.23112 -0.08649  0.457
C28 -0.95768 -4.55603 -1.43509  -1.340
C29 -2.48902 -5.78310 0.15410  -1.108
O7 -2.65922 -0.01077 2.67066  0.537
C30 -3.06796 1.37017 3.01744  0.346
C31 -1.89665 2.31290 2.85642  -0.984
C32 -3.59434 1.33285 4.43294  -1.476
H16 -6.69169 -2.66184 0.25460  0.491
H17 -4.96717 -3.00788 0.13560  0.034
H18 -5.70220 -1.79004 -0.92398  0.343
H19 -6.22350 -0.37690 1.05168  0.428
H20 -4.65589 -2.45467 2.66462  0.193
H21 -6.38423 -2.14620 2.73027  0.512
H22 -5.25061 -0.90632 3.26564  -0.036
H23 -2.64771 -2.50169 0.15314  -0.050
H24 -2.87366 -2.75697 1.88323  0.139
H25 0.26582 -2.37820 4.49844  0.091
H26 -2.03497 -4.13346 3.51163  0.150
H27 -2.15058 -2.44454 4.08992  0.116
H28 -1.67920 -3.73787 5.19102  0.605
H29 0.35718 -5.20121 3.33243  0.212
H30 0.66631 -4.77527 5.02408  0.458
H31 1.75627 -4.19738 3.75706  0.355
H32 -0.36657 -6.03441 -0.01352  0.389
H33 -1.65998 -3.72750 -1.54914  0.225
H34 -1.18261 -5.29395 -2.20554  0.543
H35 0.04996 -4.17804 -1.59054  0.283
H36 -3.23539 -4.98699 0.10136  0.031
H37 -2.55362 -6.25786 1.13215  0.347
H38 -2.73267 -6.52555 -0.60566  0.480
H39 -3.86270 1.65736 2.32284  0.460
H40 -1.15015 2.14850 3.63194  0.181
H41 -2.26485 3.33781 2.93540  0.543
H42 -1.41506 2.17594 1.89270  -0.125
H43 -2.86272 0.85786 5.08791  0.234
H44 -4.54024 0.80342 4.51895  0.353
H45 -3.75130 2.35401 4.78146  0.422

Atoms 1-6, force components in eV/Å:
Cd 0.2250 0.3268 -0.1708
O 0.0580 0.2353 -0.0003
C -0.1008 -0.1072 -0.1071
C 0.0556 0.0084 0.0523
C -0.0344 0.0014 -0.0024
C 0.0002 -0.0034 -0.0250

Calculated values
- E_LUMO (eV) = -2.408
- energy relative to the best compared isomer or geometry (same formula, charge and spin) (eV) = 0.012
- electronic energy (eV) = -77352.653
- total charge = +1
- E_HOMO (eV) = -9.214
- frontier orbital gap (eV) = 6.807

Record 2
The following is a DFT calculation (ωB97M-V/def2-TZVPD) of a structure of composition C32H45ClN2O3V in a non-equilibrium geometry.

Last column: Mulliken charge in e.
Geometry (Å):
V1 -1.73304 -0.29809 -1.45884  -0.850
Cl1 -2.90967 -0.25627 0.61072  -0.553
N1 -0.92083 1.71410 -1.34350  0.235
N2 -0.94324 -2.20800 -1.36065  0.232
C1 -1.30731 2.53795 -2.30473  0.602
C2 -1.03662 -3.03697 -2.38493  0.623
C3 0.37953 2.20402 -0.84899  1.797
C4 0.28901 3.66100 -1.22990  -0.805
C5 1.51531 1.59007 -1.63949  -1.551
C6 0.58327 2.07810 0.63838  -1.359
H1 1.31439 1.63921 -2.72001  0.291
H2 1.71059 0.55728 -1.34334  0.026
H3 2.40466 2.19756 -1.43584  0.484
H4 -0.31939 2.34480 1.18724  0.289
H5 1.39107 2.76912 0.91490  0.474
H6 0.87224 1.07644 0.95068  -0.470
C7 0.10939 -2.73409 -0.43948  1.685
C8 0.56251 -4.00287 -1.13696  -0.669
C9 -0.45618 -3.05655 0.92900  -1.340
C10 1.27743 -1.78124 -0.33329  -1.154
H7 1.50160 -1.32019 -1.30654  0.385
H8 2.16398 -2.37170 -0.04259  0.503
H9 1.11304 -1.02466 0.44869  -0.421
H10 -1.43825 -3.51758 0.83649  0.330
H11 -0.53793 -2.17609 1.57342  -0.227
H12 0.21685 -3.76940 1.42114  0.499
O1 -0.22385 -4.07635 -2.39314  -0.446
H13 0.32996 -4.90556 -0.56815  0.394
H14 1.62870 -3.99377 -1.42008  0.300
O2 -0.65220 3.67173 -2.41425  -0.429
H15 1.25275 4.09958 -1.50535  0.308
H16 -0.17647 4.27357 -0.45968  0.415
C11 -2.37139 2.12099 -3.24248  -1.884
C12 -1.96907 -2.76368 -3.49945  -1.433
C13 -1.47601 -1.47444 -4.05243  0.593
H17 -2.99592 -2.64994 -3.10366  0.228
H18 -1.96031 -3.57714 -4.22811  0.429
C14 -1.79685 -0.28836 -3.39262  0.666
C15 -1.73348 0.98102 -3.96225  0.591
H19 -3.12417 -0.64421 -1.22017  0.148
C16 -1.00959 1.09647 -5.15587  1.422
C17 -0.53375 -0.06941 -5.76760  -1.224
C18 -0.73816 2.44052 -5.73548  -1.729
C19 -0.71605 -1.34800 -5.22447  1.082
H20 -0.10065 0.01547 -6.76797  0.203
C20 -0.11790 -2.57147 -5.85400  -1.687
H21 0.34653 -2.28694 -6.80457  0.412
H22 -0.89465 -3.32430 -6.06127  0.337
H23 0.65042 -3.04998 -5.21658  0.236
H24 -1.63884 3.06079 -5.68623  0.313
H25 -0.46217 2.31052 -6.78243  0.459
H26 0.08143 2.98116 -5.23561  0.224
H27 -2.66745 2.93310 -3.90211  0.469
H28 -3.25647 1.78540 -2.67367  0.288
C21 3.79394 0.08286 2.72106  -1.311
C22 2.94325 -0.82151 3.61449  1.213
C23 3.80360 -1.66381 4.53976  -1.706
C24 1.87286 -0.01222 4.33038  0.011
C25 2.09011 0.65654 5.51346  -0.025
C26 1.10695 1.47865 6.08019  -1.288
C27 -0.13860 1.65553 5.46013  -0.193
C28 -0.44295 0.98603 4.28613  0.267
C29 -1.80785 1.08129 3.61323  2.660
C30 -2.72768 -0.05631 4.04914  -1.545
C31 -2.48040 2.44178 3.74983  -1.870
C32 0.57682 0.13490 3.67629  -0.334
O3 0.36561 -0.43562 2.56668  -0.065
H29 4.56812 0.59085 3.30636  0.381
H30 3.18103 0.85312 2.23541  0.133
H31 4.29836 -0.48455 1.93051  0.348
H32 2.39881 -1.49648 2.94740  -0.217
H33 4.33380 -1.05001 5.26961  0.295
H34 3.17929 -2.37763 5.07679  0.384
H35 4.53766 -2.22528 3.96040  0.448
H36 3.05922 0.54816 6.00205  0.200
H37 1.31371 1.99298 7.02071  0.296
H38 -0.88932 2.31454 5.91107  0.201
H39 -1.60932 0.93097 2.54680  -1.260
H40 -2.99451 0.04658 5.10926  0.348
H41 -3.63042 -0.07480 3.43333  0.349
H42 -2.21932 -1.01327 3.89950  0.393
H43 -1.80484 3.24644 3.43816  0.384
H44 -3.34620 2.48166 3.07982  0.376
H45 -2.80852 2.62592 4.78015  0.391

Atoms 1-6, force components in eV/Å:
V 2.2107 0.7461 3.9973
Cl 0.4702 0.5285 1.0246
N -0.5694 1.1647 -1.8784
N 0.1991 -2.1940 -1.5610
C 0.4001 -1.7289 2.9809
C -0.0193 1.4864 2.8311

Calculated values
- E_LUMO (spin up / spin down) (eV) = 2.339 / 2.340
- electronic energy (eV) = -81247.357
- total charge = -1
- E_HOMO (spin up / spin down) (eV) = -2.950 / -2.950
- spin multiplicity = 3
- frontier orbital gap (spin up / spin down) (eV) = 5.289 / 5.290

Which value of total charge does entry 1 give? +1

The highest electronic energy belongs to which entry? C32H45CdN4O7P2

What is the formula in the second record? C32H45ClN2O3V

What is the total charge in the first record? +1